1.
The following is a DFT calculation (ωB97M-V with the def2-TZVPD basis set) of a cluster of 20 separate species, C80H140N20 in total in a non-equilibrium geometry.

Each line ends with the Löwdin charge.
Positions of all 240 atoms, in Å:
C: 3.81 -17.26 2.21  -0.11
C: 4.01 -15.76 1.97  -0.22
C: 2.91 -14.90 2.71  -0.16
C: 1.56 -15.40 2.50  -0.19
N: 0.44 -15.83 2.39  0.19
H: 4.28 -17.44 3.18  0.05
H: 4.36 -17.93 1.55  0.04
H: 2.76 -17.54 2.24  0.04
H: 3.80 -15.63 0.91  0.07
H: 5.03 -15.43 2.15  0.10
H: 2.98 -13.85 2.45  0.12
H: 3.09 -14.94 3.78  0.10
C: -2.82 -24.57 8.83  -0.11
C: -2.71 -23.37 7.92  -0.23
C: -2.12 -23.68 6.50  -0.17
C: -2.87 -24.62 5.66  -0.21
N: -3.43 -25.38 4.96  0.15
H: -3.30 -24.32 9.77  0.07
H: -1.86 -24.94 9.19  0.05
H: -3.43 -25.43 8.56  0.08
H: -2.08 -22.59 8.34  0.09
H: -3.66 -22.83 7.86  0.08
H: -1.14 -24.09 6.74  0.08
H: -1.91 -22.80 5.88  0.08
C: -0.66 -19.79 2.00  -0.09
C: 0.87 -19.90 2.16  -0.23
C: 1.28 -19.59 3.64  -0.14
C: 0.79 -20.68 4.58  -0.19
N: 0.39 -21.51 5.25  0.19
H: -0.95 -18.82 2.38  0.06
H: -1.10 -20.57 2.62  0.06
H: -0.89 -19.90 0.94  0.06
H: 1.27 -19.12 1.51  0.07
H: 1.22 -20.88 1.85  0.07
H: 1.01 -18.58 3.96  0.10
H: 2.37 -19.66 3.71  0.09
C: -0.94 -14.94 7.85  -0.09
C: -1.90 -14.93 6.61  -0.23
C: -1.16 -14.86 5.27  -0.21
C: -0.38 -13.62 5.03  -0.22
N: 0.28 -12.67 4.84  0.13
H: -0.37 -15.86 7.99  0.04
H: -1.57 -14.93 8.74  0.06
H: -0.27 -14.08 7.92  0.07
H: -2.68 -14.17 6.68  0.11
H: -2.52 -15.83 6.62  0.08
H: -1.94 -14.91 4.52  0.09
H: -0.57 -15.75 5.06  0.08
C: 7.07 -18.32 2.65  -0.10
C: 8.59 -18.47 2.61  -0.26
C: 9.27 -18.27 3.97  -0.19
C: 9.14 -16.90 4.48  -0.22
N: 9.07 -15.81 4.89  0.14
H: 6.57 -18.63 1.73  0.05
H: 6.90 -17.25 2.72  0.07
H: 6.68 -18.74 3.58  0.07
H: 9.09 -17.86 1.87  0.10
H: 8.77 -19.49 2.27  0.10
H: 10.33 -18.52 3.88  0.12
H: 8.80 -19.00 4.63  0.10
C: 1.25 -23.48 8.66  -0.09
C: 2.56 -23.64 7.84  -0.21
C: 3.27 -22.28 7.74  -0.20
C: 3.53 -21.51 8.98  -0.22
N: 3.75 -20.88 9.94  0.14
H: 1.37 -23.43 9.74  0.08
H: 0.59 -24.34 8.51  0.04
H: 0.67 -22.59 8.40  0.05
H: 2.32 -24.14 6.90  0.08
H: 3.23 -24.35 8.33  0.11
H: 2.67 -21.63 7.10  0.09
H: 4.21 -22.36 7.20  0.09
C: 0.36 -25.75 3.39  -0.10
C: 1.35 -25.20 4.38  -0.26
C: 2.18 -23.99 3.87  -0.17
C: 3.08 -24.42 2.75  -0.22
N: 3.85 -24.76 1.94  0.13
H: -0.29 -24.97 2.99  0.05
H: -0.25 -26.53 3.85  0.06
H: 0.85 -26.10 2.48  0.08
H: 1.93 -26.09 4.63  0.10
H: 0.83 -24.90 5.29  0.07
H: 2.82 -23.62 4.66  0.08
H: 1.58 -23.12 3.61  0.07
C: -6.88 -21.94 0.38  -0.08
C: -6.65 -20.44 -0.01  -0.25
C: -6.65 -20.27 -1.51  -0.24
C: -7.98 -20.45 -2.10  -0.24
N: -9.03 -20.60 -2.52  0.14
H: -6.98 -22.15 1.45  0.05
H: -6.11 -22.61 -0.02  0.06
H: -7.76 -22.38 -0.08  0.07
H: -5.76 -20.02 0.47  0.06
H: -7.42 -19.80 0.41  0.10
H: -5.98 -21.01 -1.94  0.10
H: -6.31 -19.27 -1.78  0.09
C: -2.53 -17.90 -6.39  -0.10
C: -2.65 -17.15 -5.03  -0.25
C: -2.60 -18.02 -3.79  -0.19
C: -3.76 -18.98 -3.79  -0.20
N: -4.67 -19.71 -3.80  0.16
H: -2.39 -17.30 -7.29  0.07
H: -3.40 -18.54 -6.55  0.07
H: -1.72 -18.63 -6.33  0.05
H: -3.54 -16.53 -5.02  0.11
H: -1.77 -16.50 -5.05  0.09
H: -2.66 -17.48 -2.85  0.08
H: -1.68 -18.61 -3.80  0.10
C: 0.94 -18.16 -1.02  -0.08
C: 1.46 -17.57 -2.38  -0.22
C: 1.52 -16.02 -2.43  -0.16
C: 0.15 -15.47 -2.30  -0.20
N: -0.96 -15.10 -2.21  0.16
H: 1.28 -17.64 -0.13  0.06
H: 1.05 -19.24 -0.87  0.06
H: -0.14 -18.00 -0.96  0.05
H: 0.76 -17.99 -3.09  0.08
H: 2.43 -18.04 -2.56  0.09
H: 1.93 -15.72 -3.39  0.12
H: 2.12 -15.67 -1.59  0.11
C: -6.18 -19.99 3.38  -0.08
C: -4.63 -19.87 3.37  -0.24
C: -3.99 -20.84 4.34  -0.21
C: -4.42 -20.71 5.73  -0.21
N: -4.77 -20.62 6.86  0.16
H: -6.58 -19.64 4.34  0.08
H: -6.49 -21.01 3.15  0.06
H: -6.62 -19.34 2.62  0.06
H: -4.41 -18.85 3.71  0.09
H: -4.22 -19.95 2.37  0.09
H: -2.91 -20.71 4.35  0.08
H: -4.17 -21.86 3.99  0.11
C: 1.38 -19.49 -5.94  -0.11
C: 1.05 -20.80 -6.71  -0.24
C: 1.19 -22.04 -5.84  -0.18
C: 0.51 -22.01 -4.51  -0.19
N: -0.04 -21.97 -3.48  0.16
H: 0.68 -19.35 -5.13  0.04
H: 1.43 -18.62 -6.59  0.07
H: 2.36 -19.53 -5.47  0.07
H: 1.64 -20.91 -7.62  0.11
H: 0.06 -20.68 -7.14  0.10
H: 2.22 -22.23 -5.54  0.09
H: 0.80 -22.90 -6.40  0.12
C: 0.88 -18.95 7.89  -0.09
C: -0.38 -19.78 8.36  -0.22
C: -1.66 -18.92 8.05  -0.16
C: -1.88 -18.65 6.61  -0.21
N: -2.06 -18.45 5.50  0.19
H: 1.79 -19.53 8.00  0.04
H: 1.03 -18.05 8.49  0.07
H: 0.74 -18.64 6.85  0.04
H: -0.37 -20.07 9.41  0.11
H: -0.49 -20.75 7.88  0.05
H: -1.53 -18.00 8.62  0.11
H: -2.50 -19.48 8.45  0.10
C: -1.04 -27.93 6.43  -0.10
C: -0.34 -27.04 7.38  -0.28
C: 0.91 -27.63 8.05  -0.18
C: 1.93 -28.08 7.13  -0.24
N: 2.71 -28.49 6.38  0.15
H: -0.43 -28.20 5.57  0.07
H: -1.90 -27.36 6.10  0.06
H: -1.30 -28.88 6.90  0.09
H: -1.07 -26.74 8.13  0.09
H: -0.01 -26.13 6.88  0.07
H: 0.56 -28.50 8.60  0.12
H: 1.37 -26.93 8.75  0.11
C: 5.19 -21.22 0.10  -0.09
C: 3.72 -20.90 -0.09  -0.25
C: 3.02 -21.75 -1.14  -0.19
C: 3.55 -21.78 -2.53  -0.20
N: 3.94 -21.79 -3.61  0.14
H: 5.37 -22.09 0.72  0.06
H: 5.72 -20.47 0.69  0.04
H: 5.72 -21.30 -0.85  0.08
H: 3.51 -19.84 -0.27  0.08
H: 3.19 -21.05 0.85  0.09
H: 2.00 -21.39 -1.27  0.08
H: 2.95 -22.79 -0.82  0.11
C: 8.53 -21.96 5.76  -0.11
C: 7.89 -23.21 5.11  -0.22
C: 6.93 -22.81 3.94  -0.16
C: 5.84 -21.88 4.38  -0.21
N: 5.02 -21.11 4.68  0.16
H: 9.07 -21.32 5.06  0.06
H: 9.22 -22.23 6.56  0.07
H: 7.78 -21.39 6.30  0.06
H: 7.23 -23.65 5.86  0.11
H: 8.65 -23.88 4.70  0.11
H: 6.37 -23.70 3.66  0.10
H: 7.49 -22.37 3.11  0.11
C: -4.52 -16.29 2.09  -0.09
C: -3.02 -16.46 1.88  -0.27
C: -2.50 -16.65 0.47  -0.20
C: -3.12 -17.83 -0.13  -0.21
N: -3.62 -18.74 -0.65  0.20
H: -4.73 -15.93 3.09  0.08
H: -5.12 -17.18 1.90  0.06
H: -4.84 -15.56 1.34  0.08
H: -2.60 -17.29 2.45  0.08
H: -2.55 -15.55 2.26  0.09
H: -1.41 -16.72 0.41  0.08
H: -2.83 -15.86 -0.20  0.11
C: -3.16 -23.40 1.32  -0.08
C: -2.83 -22.25 0.35  -0.27
C: -1.63 -22.53 -0.54  -0.18
C: -0.41 -22.91 0.18  -0.19
N: 0.60 -23.24 0.68  0.18
H: -3.25 -24.23 0.63  0.08
H: -4.04 -23.16 1.93  0.06
H: -2.30 -23.55 1.98  0.06
H: -2.68 -21.40 1.01  0.07
H: -3.75 -22.00 -0.18  0.09
H: -1.36 -21.65 -1.14  0.09
H: -1.82 -23.37 -1.20  0.12
C: 8.61 -17.02 -1.61  -0.10
C: 7.80 -16.07 -2.51  -0.25
C: 6.52 -15.41 -2.01  -0.18
C: 5.70 -16.44 -1.46  -0.21
N: 5.02 -17.32 -1.04  0.19
H: 9.31 -17.66 -2.16  0.08
H: 7.99 -17.67 -0.99  0.05
H: 9.15 -16.44 -0.86  0.07
H: 7.47 -16.68 -3.36  0.11
H: 8.49 -15.40 -3.03  0.11
H: 6.01 -14.87 -2.81  0.13
H: 6.75 -14.69 -1.23  0.12
C: 5.63 -16.56 8.29  -0.09
C: 5.11 -17.85 7.59  -0.23
C: 4.68 -17.46 6.17  -0.19
C: 3.38 -16.79 6.23  -0.24
N: 2.36 -16.25 6.29  0.18
H: 6.60 -16.27 7.90  0.07
H: 5.78 -16.66 9.36  0.07
H: 4.84 -15.80 8.25  0.07
H: 4.30 -18.36 8.12  0.09
H: 5.95 -18.54 7.58  0.10
H: 4.46 -18.34 5.57  0.09
H: 5.34 -16.81 5.60  0.12

E_tot, eV: -115028.7643
Strongest force on any atom, eV Å⁻¹: 5.6
Gap between HOMO and LUMO, Ha: 0.394
HOMO energy, eV: -10.79
ΔE to the lowest compared entry with this formula, charge and spin, kcal/mol: 14.1

=====

2.
The following is a DFT calculation (ωB97M-V with the def2-TZVPD basis set) of a cluster of 9 separate species, C37H43N2O28PS in total in a non-equilibrium geometry.

Each line ends with the Löwdin charge.
Positions of all 112 atoms, in Å:
O: 2.60 -4.43 2.00  0.06
N: 2.84 -3.26 2.11  -0.04
O: 1.73 -2.62 2.63  -0.14
C: 0.97 -2.21 1.44  -0.19
C: -0.43 -1.52 1.82  -0.13
C: -1.59 -2.49 2.20  0.07
C: -2.97 -1.89 2.54  -0.19
C: -3.20 -0.32 2.53  -0.39
C: -2.07 0.66 2.16  -0.06
C: -0.68 0.01 1.78  -0.26
P: 0.71 1.22 1.27  0.92
O: -0.10 2.32 0.21  -0.35
O: 1.17 2.09 2.68  -0.32
S: -4.95 0.19 2.97  0.85
C: -5.95 -1.13 2.09  -0.40
C: -7.29 -0.84 1.36  -0.06
C: -7.98 -2.06 0.64  -0.05
C: -7.35 -3.49 0.65  -0.04
C: -6.03 -3.74 1.43  0.00
C: -5.31 -2.57 2.16  -0.22
N: -4.06 -2.83 2.90  -0.03
H: 1.59 -1.49 0.80  0.10
H: 0.71 -3.11 0.77  0.13
H: -1.48 -3.62 2.26  0.12
H: -2.27 1.78 2.16  0.10
H: -0.65 1.84 -0.44  0.06
H: 0.43 2.72 2.83  0.07
H: -7.74 0.21 1.36  0.10
H: -8.95 -1.85 0.07  0.06
H: -7.82 -4.38 0.10  0.09
H: -5.50 -4.76 1.49  0.10
H: -4.28 -2.60 3.89  0.13
C: 4.29 1.73 3.21  -0.13
C: 4.61 3.04 2.56  -0.14
O: 5.23 3.78 3.60  0.07
C: 5.73 2.88 4.49  -0.54
O: 6.46 3.16 5.40  0.13
O: 5.30 1.62 4.21  0.06
H: 4.33 0.89 2.52  0.14
H: 3.31 1.74 3.70  0.11
H: 5.32 2.93 1.73  0.11
H: 3.72 3.55 2.19  0.13
C: 7.23 1.67 -1.81  -0.11
C: 6.31 1.96 -2.95  -0.14
O: 5.03 2.04 -2.33  0.08
C: 5.24 2.36 -1.03  -0.53
O: 4.38 2.68 -0.25  0.12
O: 6.57 2.28 -0.71  0.06
H: 8.22 2.10 -1.96  0.14
H: 7.32 0.60 -1.61  0.12
H: 6.53 2.91 -3.44  0.11
H: 6.32 1.17 -3.70  0.10
C: -13.66 -1.49 -1.08  -0.13
C: -12.85 -0.28 -0.75  -0.13
O: -11.63 -0.83 -0.26  0.07
C: -11.52 -2.08 -0.78  -0.52
O: -10.53 -2.75 -0.70  0.13
O: -12.67 -2.46 -1.40  0.06
H: -14.33 -1.33 -1.93  0.14
H: -14.24 -1.85 -0.23  0.14
H: -12.63 0.34 -1.63  0.14
H: -13.33 0.35 0.01  0.14
C: -11.83 -7.00 -2.19  -0.13
C: -11.03 -5.78 -1.85  -0.14
O: -9.81 -6.33 -1.36  0.06
C: -9.69 -7.58 -1.89  -0.55
O: -8.70 -8.25 -1.81  0.16
O: -10.84 -7.97 -2.51  0.06
H: -12.50 -6.84 -3.04  0.13
H: -12.42 -7.37 -1.34  0.13
H: -10.81 -5.17 -2.73  0.14
H: -11.51 -5.16 -1.10  0.12
C: 5.30 3.10 8.82  -0.14
C: 6.74 3.48 8.74  -0.14
O: 6.95 4.21 9.94  0.06
C: 6.00 3.80 10.83  -0.55
O: 5.99 4.10 11.99  0.15
O: 5.06 3.02 10.22  0.06
H: 5.09 2.14 8.34  0.14
H: 4.64 3.86 8.39  0.14
H: 7.40 2.60 8.74  0.14
H: 6.97 4.09 7.87  0.12
C: -0.53 4.25 -2.99  -0.14
C: 0.81 4.34 -2.33  -0.13
O: 1.72 4.25 -3.42  0.07
C: 1.05 4.65 -4.53  -0.55
O: 1.57 4.86 -5.59  0.15
O: -0.28 4.80 -4.28  0.06
H: -1.29 4.82 -2.47  0.14
H: -0.87 3.21 -3.11  0.13
H: 0.96 5.29 -1.82  0.14
H: 0.98 3.53 -1.61  0.11
C: 9.87 -2.72 -3.46  -0.13
C: 8.86 -3.12 -2.43  -0.13
O: 7.89 -2.08 -2.51  0.06
C: 7.99 -1.54 -3.76  -0.53
O: 7.21 -0.76 -4.22  0.16
O: 9.09 -2.00 -4.41  0.07
H: 10.36 -3.58 -3.92  0.14
H: 10.64 -2.05 -3.06  0.14
H: 8.38 -4.07 -2.66  0.14
H: 9.29 -3.17 -1.42  0.14
C: 5.17 1.77 -7.15  -0.12
C: 5.49 3.08 -7.80  -0.13
O: 6.12 3.80 -6.75  0.08
C: 6.62 2.89 -5.88  -0.52
O: 7.36 3.16 -4.97  0.12
O: 6.18 1.64 -6.17  0.06
H: 5.20 0.93 -7.86  0.14
H: 4.19 1.77 -6.66  0.14
H: 6.19 2.97 -8.63  0.13
H: 4.60 3.60 -8.15  0.14

E_tot, eV: -119489.9850
Strongest force on any atom, eV Å⁻¹: 4.9
Gap between HOMO and LUMO, Ha: 0.286
HOMO energy, eV: -8.36
Structure (SMILES): O=NOCc1cc2c(cc1P(O)O)Sc1ccccc1N2.O=C1OCCO1.O=C1OCCO1.O=C1OCCO1.O=C1OCCO1.O=C1OCCO1.O=C1OCCO1.O=C1OCCO1.O=C1OCCO1

=====

3.
The following is a DFT calculation (ωB97M-V with the def2-TZVPD basis set) of a cluster of 12 separate species, C17H3Cl44F6NO5 in total in a non-equilibrium geometry.

Each line ends with the Löwdin charge.
Positions of all 76 atoms, in Å:
O: 0.80 2.47 -0.67  -0.04
C: 1.69 1.81 -1.45  -0.29
O: 2.83 2.62 -1.96  0.02
N: 1.57 0.37 -1.86  0.12
C: 1.39 -0.58 -0.70  -0.16
O: 0.49 -1.59 -0.91  -0.05
C: 2.18 -0.55 0.74  -0.07
F: 1.97 0.74 1.50  0.03
F: 1.48 -1.58 1.61  -0.06
C: 3.74 -1.03 0.69  -0.10
F: 3.85 -2.36 -0.02  -0.02
F: 4.17 -1.31 2.10  0.04
C: 4.80 0.01 0.00  -0.09
F: 4.59 0.25 -1.45  -0.01
F: 6.15 -0.65 0.10  0.02
C: 4.96 1.46 0.76  -0.15
O: 4.77 1.68 2.07  0.02
O: 5.42 2.62 -0.07  0.00
H: 3.21 2.14 -2.78  0.13
H: 2.29 0.06 -2.54  0.06
H: 6.41 2.69 0.16  0.15
C: -2.19 3.84 -2.25  -1.99
Cl: -1.52 5.14 -1.24  0.51
Cl: -3.79 4.33 -2.86  0.48
Cl: -1.10 3.52 -3.62  0.52
Cl: -2.36 2.36 -1.27  0.53
C: -0.34 -4.62 2.38  -1.99
Cl: 1.11 -5.65 2.50  0.51
Cl: -0.23 -3.60 0.93  0.58
Cl: -1.79 -5.65 2.27  0.49
Cl: -0.45 -3.59 3.83  0.52
C: 2.78 -3.74 -3.53  -1.94
Cl: 1.22 -4.34 -2.91  0.51
Cl: 2.67 -3.50 -5.29  0.51
Cl: 3.17 -2.19 -2.74  0.62
Cl: 4.05 -4.93 -3.17  0.55
C: -1.33 -5.89 -6.04  -1.98
Cl: 0.22 -5.07 -5.74  0.45
Cl: -2.56 -5.25 -4.92  0.52
Cl: -1.85 -5.59 -7.72  0.52
Cl: -1.14 -7.64 -5.77  0.47
C: 7.02 2.31 4.96  -1.99
Cl: 7.52 0.62 4.70  0.52
Cl: 5.27 2.37 5.27  0.52
Cl: 7.90 2.98 6.36  0.49
Cl: 7.40 3.26 3.51  0.52
C: -6.13 6.39 -0.06  -1.97
Cl: -6.63 6.17 1.64  0.49
Cl: -5.94 8.12 -0.40  0.49
Cl: -4.57 5.56 -0.33  0.47
Cl: -7.36 5.69 -1.14  0.51
C: 5.67 6.49 7.99  -2.00
Cl: 5.99 6.25 9.72  0.51
Cl: 5.79 4.92 7.14  0.46
Cl: 4.03 7.15 7.77  0.51
Cl: 6.86 7.62 7.31  0.51
C: -9.21 10.63 -1.32  -2.00
Cl: -8.82 8.89 -1.40  0.47
Cl: -8.17 11.41 -0.11  0.51
Cl: -8.93 11.37 -2.92  0.51
Cl: -10.92 10.84 -0.86  0.51
C: -0.67 -8.92 -1.56  -1.98
Cl: 0.07 -10.51 -1.24  0.51
Cl: 0.41 -7.96 -2.61  0.49
Cl: -2.24 -9.14 -2.37  0.48
Cl: -0.91 -8.05 -0.02  0.50
C: -7.80 4.14 4.93  -2.01
Cl: -8.31 3.92 6.63  0.51
Cl: -7.62 5.88 4.59  0.48
Cl: -6.25 3.31 4.67  0.51
Cl: -9.04 3.45 3.85  0.51
C: -1.54 -12.47 -4.57  -1.99
Cl: -2.05 -12.69 -2.88  0.50
Cl: -1.36 -10.73 -4.92  0.45
Cl: 0.01 -13.30 -4.84  0.52
Cl: -2.78 -13.16 -5.65  0.52

E_tot, eV: -596684.0718
Strongest force on any atom, eV Å⁻¹: 9.6
Gap between HOMO and LUMO, Ha: 0.319
HOMO energy, eV: -10.66
ΔE to the lowest compared entry with this formula, charge and spin, kcal/mol: 199.2
Structure (SMILES): O=C(O)NC(=O)C(F)(F)C(F)(F)C(F)(F)C(=O)O.ClC(Cl)(Cl)Cl.ClC(Cl)(Cl)Cl.ClC(Cl)(Cl)Cl.ClC(Cl)(Cl)Cl.ClC(Cl)(Cl)Cl.ClC(Cl)(Cl)Cl.ClC(Cl)(Cl)Cl.ClC(Cl)(Cl)Cl.ClC(Cl)(Cl)Cl.ClC(Cl)(Cl)Cl.ClC(Cl)(Cl)Cl

=====

4.
The following is a DFT calculation (ωB97M-V with the def2-TZVPD basis set) of a structure of composition C6H11N in a non-equilibrium geometry.

Each line ends with the Löwdin charge.
Positions of all 18 atoms, in Å:
C: 2.16 0.11 -0.20  -0.10
C: 0.90 -0.68 0.17  -0.20
C: -0.42 0.12 0.22  -0.64
C: -1.62 -0.77 0.33  -0.07
C: -0.64 0.97 -0.99  -0.04
C: -0.69 0.68 1.57  -0.22
N: -0.80 1.13 2.64  0.16
H: 2.12 0.46 -1.24  0.07
H: 3.04 -0.53 -0.11  0.08
H: 2.30 0.97 0.45  0.08
H: 1.03 -1.15 1.15  0.12
H: 0.76 -1.50 -0.55  0.12
H: -1.49 -1.58 1.07  0.10
H: -2.56 -0.22 0.44  0.09
H: -1.69 -1.05 -1.12  0.16
H: -1.55 1.56 -0.97  0.08
H: 0.23 1.58 -1.31  0.08
H: -1.15 -0.17 -1.68  0.13

E_tot, eV: -7886.8393
Strongest force on any atom, eV Å⁻¹: 4.2
Gap between HOMO and LUMO, Ha: 0.396
HOMO energy, eV: -10.05
ΔE to the lowest compared entry with this formula, charge and spin, kcal/mol: 85.1

=====

5.
The following is a DFT calculation (ωB97M-V with the def2-TZVPD basis set) of a cluster of 2 separate species, C2H8NS in total in a non-equilibrium geometry.

Each line ends with the Löwdin charge.
Positions of all 12 atoms, in Å:
S: 1.69 -1.33 3.14  -0.33
H: 1.45 -0.15 2.62  -0.54
C: -0.65 -0.11 -1.64  -0.12
C: 0.15 0.41 -0.50  -0.37
N: -0.59 0.53 0.81  -0.03
H: 0.07 -0.22 -2.44  0.06
H: -1.40 0.63 -1.94  0.07
H: -1.18 -1.03 -1.39  0.07
H: 0.58 1.42 -0.62  0.09
H: 1.10 -0.11 -0.28  0.10
H: 0.05 0.19 1.51  -0.04
H: -1.27 -0.23 0.75  0.04

E_tot, eV: -14529.6483
Strongest force on any atom, eV Å⁻¹: 3.0
Gap between HOMO and LUMO, Ha: 0.235
HOMO energy, eV: -2.64
Total charge: -1
ΔE to the lowest compared entry with this formula, charge and spin, kcal/mol: 10.3

=====

> Which value of gap between HOMO and LUMO does entry 3 give?

0.319 Ha

=====

> Which formula does entry 1 have?

C80H140N20